#i
Formula: C2H10N2O2
Source: the OMol25 dataset
Level of theory: the ωB97M-V functional and the def2-TZVPD basis

```
16
Properties=species:S:1:pos:R:3
N 0.9047 -2.3222 -1.0053
C 1.5797 -1.0967 -0.8208
O 2.1943 -0.9595 0.5039
H 0.2677 -2.6933 -0.3324
H 1.3798 -3.0239 -1.5356
H 1.1066 -0.1120 -0.9168
H 2.4696 -1.1595 -1.4570
H 1.4921 -0.7704 1.1420
N -1.3134 1.3233 -0.3799
C -1.6749 1.6937 0.9947
O -0.5178 1.6637 1.7974
H -2.0016 1.6855 -1.0323
H -1.5355 0.3332 -0.5308
H -2.4112 1.0168 1.4495
H -2.1603 2.6597 0.9602
H 0.2203 1.7616 1.1630
```

**Orbital gap**: 10.16 eV
**E_LUMO**: 0.029 hartree
**Structure (SMILES)**: NCO.NCO

***

#ii
Formula: C2H10N2O2
Source: the OMol25 dataset
Level of theory: the ωB97M-V functional and the def2-TZVPD basis

```
16
Properties=species:S:1:pos:R:3
C 0.1835 0.2694 2.1458
N 0.1540 1.1225 1.1528
O -1.5464 -0.4180 0.9328
O -2.8743 -0.9634 1.0061
H -2.8233 -1.7050 0.3880
H -0.8266 1.2019 0.7951
H 0.8500 0.9921 0.3987
H 1.0794 -0.3235 2.3020
H -0.5689 0.3352 2.9178
C 0.3628 -0.1352 -1.9163
N 1.6002 0.1937 -1.1819
H 2.2516 0.6949 -1.7760
H 2.0695 -0.6579 -0.8909
H -0.3457 -0.5908 -1.2218
H -0.0852 0.7893 -2.2831
H 0.5193 -0.8053 -2.7691
```

**Orbital gap (alpha / beta)**: 8.23 / 8.23 eV
**E_LUMO (alpha / beta)**: 0.024 / 0.024 hartree

***

Preferred: #i; penalty for the next structure: 397.0 kJ/mol.

***

#i
Formula: C2H10N2O2
Source: the OMol25 dataset
Level of theory: the ωB97M-V functional and the def2-TZVPD basis

```
16
Properties=species:S:1:pos:R:3
C 1.4701 0.3312 1.4894
N 1.4563 2.2004 -0.8901
C 0.8305 0.9438 -0.7505
N 0.5805 0.3458 0.3285
H 2.2503 -0.3827 1.2378
H 1.8599 1.3127 1.7814
H 0.9198 -0.0825 2.3329
H 1.7901 2.2939 -1.8433
H 2.2563 2.2782 -0.2714
H 0.3007 0.6263 -1.6527
H -1.1963 -2.3649 1.5475
H -0.5399 -1.1231 0.9307
O -1.3738 -1.6334 0.9484
H -3.9086 -0.9396 -1.9688
H -3.3925 -2.1225 -1.1820
O -3.3033 -1.6836 -2.0379
```

**Orbital gap**: 10.12 eV
**E_LUMO**: 0.027 hartree
**Structure (SMILES)**: C/N=C\N.O.O

***

#ii
Formula: C2H10N2O2
Source: the OMol25 dataset
Level of theory: the ωB97M-V functional and the def2-TZVPD basis

```
16
Properties=species:S:1:pos:R:3
N 0.9644 2.5213 -1.4263
C 1.4262 1.2431 -0.9100
O 0.4221 0.2421 -1.0871
H 0.0566 2.3879 -1.8692
H 0.6792 3.0429 -0.5967
H 2.4314 0.8988 -1.1637
H 1.5175 1.3362 0.1826
H 0.7682 -0.5997 -1.3815
N -1.7541 -0.6373 0.6246
C -0.8950 -1.3762 1.5159
O 0.2121 -2.0876 0.9509
H -1.1804 -0.3027 -0.1495
H -2.6277 -1.0623 0.3461
H -0.4468 -0.6195 2.1680
H -1.4435 -2.0677 2.1577
H -0.1302 -2.9192 0.6382
```

**Orbital gap**: 10.01 eV
**E_LUMO**: 0.029 hartree
**Structure (SMILES)**: NCO.NCO

***

Preferred: #i; penalty for the next structure: 25.3 kJ/mol.

***

#i
Formula: C4H14N3O
Source: the OMol25 dataset
Level of theory: the ωB97M-V functional and the def2-TZVPD basis

```
22
Properties=species:S:1:pos:R:3
C -1.0305 -1.3961 0.4496
C 0.4291 -1.7722 0.2857
C 1.3517 -0.5731 0.0467
N 0.3761 1.0139 -3.1323
C 0.6029 0.1702 -2.1921
N 0.6967 0.4435 -0.8053
N -1.2108 -0.2391 1.4257
H -1.6575 -2.2537 0.8278
H -1.4919 -1.0491 -0.5479
H 0.7789 -2.3653 1.1682
H 0.4911 -2.4228 -0.5685
H 1.6114 -0.1048 0.9778
H 2.3646 -0.9012 -0.4269
H 0.2220 1.9110 -2.7653
H 0.6824 -0.8723 -2.4224
H 0.9692 1.4122 -0.6291
H -0.7502 0.6444 1.0201
H -2.1127 0.0015 1.5842
H -0.8307 -0.4706 2.3381
H -1.0779 3.2000 0.5985
H 0.0985 3.0808 1.6465
O -0.5125 2.5428 1.1209
```

**Orbital gap (alpha / beta)**: 12.50 / 7.62 eV
**E_LUMO (alpha / beta)**: -0.280 / -0.456 hartree
**Total charge**: +2
**2S+1**: 2

***

#ii
Formula: C4H14N3O
Source: the OMol25 dataset
Level of theory: the ωB97M-V functional and the def2-TZVPD basis

```
22
Properties=species:S:1:pos:R:3
N -1.2559 1.0595 1.5604
C -0.5236 1.5425 0.3875
N 1.0357 1.5156 0.3961
N -0.9265 2.8052 0.1418
H -0.9796 1.7733 2.2422
H -2.2331 1.3177 1.3954
H 1.1092 2.3020 1.0541
H 0.9411 0.6876 0.9935
H -0.2935 3.1749 -0.5792
H -1.8924 2.8501 -0.2056
C -0.9579 -1.4732 -0.5198
C 0.5310 -1.6770 -0.3146
C 1.3173 -0.7877 -1.2934
O 0.7851 -3.0574 -0.4508
H -1.4432 -2.2560 0.0635
H -1.1783 -1.5238 -1.5847
H -1.1968 -0.4710 -0.1017
H 0.8327 -1.4329 0.7244
H 0.7196 0.1128 -1.3227
H 1.4278 -1.2546 -2.2759
H 2.3351 -0.5492 -0.9806
H 1.7168 -3.2373 -0.1719
```

**Orbital gap (alpha / beta)**: 9.13 / 6.65 eV
**E_LUMO (alpha / beta)**: -0.392 / -0.483 hartree
**Total charge**: +2
**2S+1**: 2

***

Preferred: #i; penalty for the next structure: 398.6 kJ/mol.

***

#i
Formula: C6H3NO
Source: the OMol25 dataset
Level of theory: the ωB97M-V functional and the def2-TZVPD basis

```
11
Properties=species:S:1:pos:R:3
C -3.0289 0.5295 -0.0685
C -1.6029 0.3495 -0.1359
C -0.4578 0.1359 -0.2260
C 0.8905 -0.2127 -0.2533
C 2.0657 -0.4758 -0.3447
C 3.4114 -0.1947 0.0786
H -4.6188 -0.0564 0.9320
H -3.1991 1.2919 0.8621
H -3.3188 1.0387 -1.0002
N 4.5773 0.3638 0.3875
O -3.5715 -0.7014 0.2740
```

**Orbital gap**: 8.76 eV
**E_LUMO**: -0.043 hartree

***

#ii
Formula: C6H3NO
Source: the OMol25 dataset
Level of theory: the ωB97M-V functional and the def2-TZVPD basis

```
11
Properties=species:S:1:pos:R:3
C 1.1567 0.0342 0.5378
C 0.0416 0.5484 1.3796
C -1.2208 0.7606 0.9566
C -1.7801 0.1881 -0.2123
C -2.4102 -0.3740 -1.1360
C 0.8222 -0.4227 -0.8171
H 0.5365 1.0493 2.3204
H -1.9226 1.2784 1.5665
H -2.7008 -1.1473 -1.9425
N 0.8670 -0.7933 -1.9328
O 2.2952 -0.0044 0.9168
```

**Orbital gap**: 8.81 eV
**E_LUMO**: -0.047 hartree
**Structure (SMILES)**: C#C/C=C\C(=O)C#N

***

Preferred: #ii; penalty for the next structure: 450.1 kJ/mol.